Record 1
17
Properties=species:S:1:pos:R:3:forces:R:3:nbo_charge:R:1 method="wB97M-V/def2-TZVPD" total_energy_ha=-3022.52193 homo_ev=-8.7 gap_ev=8.4
C -0.19778 2.30851 0.01600 0.03 0.02 -0.05 -0.607
C -0.12011 -0.91111 -1.79249 0.16 0.27 0.71 -1.176
C 0.15858 -2.04237 1.21182 0.04 0.55 -0.55 -1.175
C -0.68451 1.04899 0.72849 0.47 -0.45 -0.24 -0.928
Si 0.10246 -0.54614 0.05339 1.48 0.24 0.04 1.818
Br 3.18230 0.16920 0.01828 -2.18 -0.45 0.04 -0.647
H -0.39307 2.25624 -1.05240 0.01 0.07 -0.13 0.202
H -0.70440 3.18813 0.40940 -0.03 0.04 -0.01 0.213
H 0.87075 2.43157 0.15929 0.15 0.04 -0.05 0.240
H -1.01101 -1.51004 -1.96897 -0.19 -0.10 0.12 0.250
H -0.20810 0.00370 -2.37234 0.00 0.15 0.04 0.257
H 0.73387 -1.46073 -2.17857 0.14 -0.07 0.11 0.275
H 0.93303 -1.92307 1.96306 0.12 0.17 0.05 0.279
H -0.78911 -2.17910 1.72654 -0.22 0.09 0.03 0.250
H 0.37640 -2.94992 0.65736 0.05 -0.07 -0.15 0.255
H -1.77070 0.97507 0.62624 -0.08 -0.26 -0.03 0.243
H -0.47861 1.14106 1.79492 0.04 -0.22 0.08 0.250

Record 2
18
Properties=species:S:1:pos:R:3:forces:R:3:nbo_charge:R:1 method="wB97M-V/def2-TZVPD" total_energy_ha=-3311.93291 homo_ev="-7.9 / -7.4" gap_ev="7.6 / 7.0"
C -0.60692 0.49919 -2.05400 -1.09 -2.51 -0.30 -1.084
C -1.20795 0.16864 0.80032 1.49 -0.52 -2.76 -1.378
C 1.15269 2.01141 0.02539 2.26 -0.72 -2.14 -1.109
C 0.99085 -2.23506 0.88049 4.06 2.39 -5.21 -1.158
Si -0.58276 1.46690 -0.46949 1.04 -1.63 0.66 1.370
Si -0.53883 -1.44702 0.16531 -0.16 1.88 -1.42 1.418
Br -2.00521 -3.06675 0.09666 -0.44 -0.44 -0.13 -0.303
H -1.57037 0.18916 -2.65630 1.89 0.76 1.42 0.235
H 0.29766 0.08269 -2.55329 -0.58 0.94 0.30 0.229
H -1.09558 0.30408 1.78597 1.18 0.79 4.00 0.243
H -2.24374 0.19252 0.77300 -2.38 -0.30 -0.85 0.270
H 1.20066 2.33565 1.02771 -0.30 0.53 1.33 0.234
H 1.96818 1.12786 0.02074 -1.73 1.98 -0.50 0.229
H 1.50708 2.93124 -0.61403 -0.43 -1.95 1.01 0.245
H 1.54743 -2.94076 0.07231 -1.56 1.47 1.88 0.265
H 1.82008 -1.46606 1.14582 -1.52 -1.07 -0.38 0.255
H 0.76507 -2.75633 1.69228 -1.02 -2.45 3.56 0.232
H -1.39834 2.60266 -0.13890 -0.72 0.84 -0.47 -0.194

Record 3
24
Properties=species:S:1:pos:R:3:forces:R:3:nbo_charge:R:1 method="wB97M-V/def2-TZVPD" total_energy_ha=-1839.87560 homo_ev=-17.8 gap_ev=6.8 charge=+2
C 3.87712 -0.15358 0.06837 -0.68 -0.35 -0.23 -0.872
S 2.63063 1.08305 -0.11862 0.23 -0.31 0.09 1.947
O 3.04965 2.11018 -0.98616 0.11 0.56 -0.63 -0.830
O 2.09274 1.42327 1.17883 -0.75 -0.42 1.52 -0.984
P 0.97314 0.03906 -1.09538 0.18 -0.30 -2.29 0.452
C -0.50943 1.10078 -0.79671 0.32 -0.13 1.07 -0.751
C -1.34370 0.92277 0.50515 0.07 0.17 -1.20 -0.339
C -2.59044 0.07020 0.42194 0.78 -0.30 0.29 -0.696
S -2.36582 -1.70446 0.20500 -1.38 -0.55 0.81 2.365
O -3.53456 -2.32740 0.67703 -0.32 0.00 0.00 -0.823
O -1.12679 -2.18616 0.84204 0.81 0.97 -0.06 -1.052
O -2.18036 -1.95051 -1.32085 0.89 0.53 0.01 -0.838
H 4.79556 0.34113 0.35533 0.25 0.16 0.06 0.321
H 3.96817 -0.70189 -0.86203 0.29 0.12 -0.33 0.285
H 3.53703 -0.84810 0.82793 0.18 -0.08 0.36 0.220
H 0.85034 -1.11930 -0.20588 0.37 -0.38 -1.80 -0.213
H -0.13598 2.12121 -0.76336 0.28 0.20 -0.27 0.307
H -1.09739 1.00635 -1.70140 -0.25 -0.05 -0.14 0.283
H -0.65617 0.57670 1.28768 -0.44 0.60 0.66 0.065
H -1.64044 1.90985 0.83622 -0.11 0.18 0.27 0.299
H -3.24561 0.43655 -0.36030 -0.23 -0.07 -0.19 0.288
H -3.12834 0.12159 1.36130 -0.27 -0.04 0.18 0.303
H -2.82441 -1.41048 -1.80519 -0.30 -0.32 -0.44 0.534
Cd 0.60505 -0.86082 1.44905 -0.03 -0.20 2.27 1.731

Record 4
22
Properties=species:S:1:pos:R:3:forces:R:3:nbo_charge:R:1 method="wB97M-V/def2-TZVPD" total_energy_ha=-2228.15633 homo_ev=-7.8 gap_ev=6.5
C 0.02576 1.19959 0.86268 -1.03 1.33 -1.34 -0.639
C 2.28589 0.54165 -0.03742 -0.33 -2.25 -2.68 -0.622
C 0.58316 1.65706 -1.57777 1.74 -1.73 2.03 -0.628
C 0.77781 0.62720 -0.37916 -1.07 -1.28 0.56 0.157
N -2.14046 -1.87290 0.76520 -0.55 0.69 -1.03 -1.466
N 0.22407 -0.71426 -0.74146 -0.68 1.00 -0.45 -1.267
Si -1.23832 -2.09261 2.07539 -0.30 1.34 0.97 1.588
Si -1.24956 -1.26522 -1.15353 2.93 -0.11 2.72 1.709
Cl 0.67072 -2.51970 1.71009 -0.25 -0.27 0.64 -0.263
Cl -1.17576 -3.12325 -1.88236 -0.17 -0.86 -0.60 -0.366
Cl -2.84570 -0.29703 -1.80634 -1.34 0.76 -0.57 -0.367
H -1.04818 0.96712 0.87286 -0.24 0.45 -1.18 0.197
H 0.16542 0.71293 1.80336 1.62 0.08 0.94 0.193
H 0.11838 2.33817 0.80839 0.03 -1.49 0.93 0.215
H 2.73100 0.05632 0.81310 -0.84 -0.61 0.80 0.206
H 2.55148 1.53442 0.04691 1.28 2.21 -0.13 0.194
H 2.76701 0.00075 -0.92877 -0.39 1.19 1.04 0.215
H 1.28977 2.49136 -1.44861 -0.87 0.12 -0.25 0.205
H 0.76038 1.11460 -2.46496 0.89 -0.54 -1.14 0.218
H -0.45137 1.78282 -1.62390 -1.69 1.35 0.15 0.209
H -3.11314 -1.54216 0.74541 0.56 -0.41 0.38 0.433
H -1.68838 -1.59686 3.54087 0.72 -0.97 -1.77 -0.119

Record 5
19
Properties=species:S:1:pos:R:3:forces:R:3:lowdin_spin:R:1 method="wB97M-V/def2-TZVPD" total_energy_ha=-2294.46717 homo_ev="-8.4 / -9.2" spin_multiplicity=5 gap_ev="6.7 / 6.7"
Co 1.30941 -1.15728 1.10808 1.12 -1.98 1.99 2.709
Cl 2.29824 -0.11673 -0.70076 -1.27 0.04 -0.45 0.079
C 2.36179 -0.05088 2.57547 -0.22 0.66 -0.30 0.176
H 2.82801 -0.64472 3.38788 -0.55 0.17 -0.46 0.017
H 1.87127 0.86862 3.00505 0.30 -0.99 -0.34 0.017
H 3.17694 0.32555 1.92492 -0.25 -0.17 0.38 0.013
Pb -0.52712 0.07418 -0.77794 -0.06 1.42 -2.09 0.060
C -0.73489 2.36253 -1.00409 -0.17 -0.74 0.18 -0.004
C -1.26855 -1.04128 -2.63905 -0.09 -0.06 0.52 -0.004
C -1.65217 -0.54951 0.91953 -0.52 -0.62 0.54 0.745
H -0.93879 -2.08492 -2.57500 0.19 0.40 -0.21 0.000
H -2.36861 -1.06332 -2.50541 0.56 0.29 -0.07 0.000
H -0.98584 -0.53141 -3.57816 -0.04 -0.35 0.68 0.000
H -0.24951 2.83151 -0.14107 0.12 -0.08 -0.46 0.000
H -0.34224 2.67080 -1.99016 -0.16 -0.12 0.73 0.000
H -1.82434 2.54028 -0.91198 0.55 -0.16 -0.25 0.000
H -1.90505 0.20843 1.67992 0.13 -0.76 -0.31 0.042
H -2.16414 -1.53641 0.84014 0.48 0.96 0.47 0.039
F 1.11558 -3.10545 1.38263 -0.14 2.11 -0.53 0.111

Record 6
19
Properties=species:S:1:pos:R:3:forces:R:3:lowdin_spin:R:1 method="wB97M-V/def2-TZVPD" total_energy_ha=-2012.28240 homo_ev="-8.1 / -13.8" spin_multiplicity=9 gap_ev="5.1 / 5.1" charge=+1
Fe -3.48581 0.41110 -3.85729 0.10 -0.31 1.04 6.263
Cl -3.36097 -0.27415 -1.68052 -0.01 0.29 -0.89 0.717
C 0.21747 -1.82449 0.55346 -1.40 -1.40 0.30 0.108
C -0.05068 -0.46225 1.22490 0.50 2.29 0.11 0.106
C 0.31351 0.68811 0.25537 -1.48 -0.05 -0.13 0.014
O 1.60704 0.53807 -0.11810 1.15 -0.06 0.44 0.016
C 2.17262 1.62537 -0.84454 -0.38 -0.40 -1.01 0.002
N -1.44599 -0.30107 1.49267 0.28 -3.20 -1.50 0.691
H 1.27366 -1.95541 0.34618 0.11 0.41 -0.01 0.016
H -0.40327 -1.97077 -0.33501 0.34 0.42 -0.22 0.001
H -0.12652 -2.62800 1.21519 0.36 0.08 0.14 -0.001
H 0.50205 -0.36293 2.16209 0.07 -0.32 0.01 0.012
H 0.04103 1.64433 0.73431 0.53 0.01 0.03 0.001
H -0.39332 0.60074 -0.60027 0.20 -0.05 -0.02 0.004
H 3.25117 1.51834 -0.86175 0.05 0.03 0.43 0.000
H 1.84575 2.58434 -0.44709 0.13 0.07 0.08 0.000
H 1.85516 1.51040 -1.89187 -0.09 0.37 0.17 0.001
H -1.97489 -0.26761 0.60313 -0.31 0.96 0.28 0.027
H -1.83802 -1.07410 2.04914 -0.15 0.86 0.75 0.022

Record 7
19
Properties=species:S:1:pos:R:3:forces:R:3:nbo_charge:R:1 method="wB97M-V/def2-TZVPD" total_energy_ha=-1705.11012 homo_ev=-9.4 gap_ev=9.7
C -3.09549 -0.06232 0.68016 0.48 -1.47 -2.08 -0.615
C -1.81534 -0.77403 0.16138 0.39 -1.00 -1.01 -0.393
C -0.58760 0.22647 0.25884 1.22 -2.17 0.17 -0.418
C 0.66264 -0.31762 -0.47845 0.75 1.35 -2.20 -0.853
Si 2.48648 0.10708 0.26118 -1.64 0.36 -4.56 1.232
S 4.00898 -0.76675 -1.04780 -0.32 -0.50 1.21 -0.411
S 2.91975 2.26904 0.28484 0.46 -1.28 3.71 -0.420
Cl 2.64132 -0.93195 1.88881 0.34 -0.65 2.46 -0.319
H -3.27163 -0.47709 1.62108 -0.76 -0.06 1.69 0.210
H -2.96572 0.98199 0.66938 0.34 1.32 0.50 0.205
H -3.95680 -0.20658 0.01862 0.07 -0.44 0.22 0.208
H -1.93329 -1.10710 -0.92407 0.11 0.78 1.08 0.193
H -1.66291 -1.86048 0.66103 0.04 2.77 -0.62 0.207
H -0.78715 1.26409 -0.04978 -0.26 -0.49 0.42 0.213
H -0.12003 0.13281 1.24034 -1.22 0.87 0.84 0.201
H 0.66438 0.00311 -1.55600 0.31 0.99 0.64 0.224
H 0.44787 -1.30414 -0.85367 0.61 -1.40 1.16 0.251
H 3.67589 0.07840 -1.97969 -0.15 0.74 -0.95 0.134
H 2.68864 2.74507 -0.85622 -0.76 0.27 -2.69 0.151

Record 8
19
Properties=species:S:1:pos:R:3:forces:R:3:lowdin_spin:R:1 method="wB97M-V/def2-TZVPD" total_energy_ha=-1630.21688 homo_ev="-18.5 / -19.0" spin_multiplicity=4 gap_ev="7.1 / 9.2" charge=+2
Cr -1.60439 -1.36931 0.39409 -8.79 -9.37 -8.65 3.267
I -0.07693 -2.49517 1.05197 9.26 -9.24 4.43 -0.362
C 0.40460 0.53176 1.75333 1.02 -0.21 0.72 -0.005
C -0.48181 0.91879 0.64300 2.40 0.72 -1.53 0.025
C 0.10172 0.62728 -0.79763 -1.46 0.15 1.23 0.001
O 0.57296 -0.74067 -0.83392 0.04 2.10 0.27 -0.035
C 1.40055 -0.95728 -1.99940 -0.71 -1.01 -0.67 -0.002
N -1.72522 0.15305 0.72839 -1.98 15.11 3.98 0.067
H 0.09131 0.98979 2.69149 0.31 0.17 0.02 -0.001
H 1.39352 0.84866 1.42209 0.24 -0.01 0.73 0.001
H 0.37679 -0.54871 1.89443 0.75 1.30 0.49 0.001
H -0.61914 1.98499 0.82312 -0.71 0.13 -0.74 -0.001
H 0.75151 1.42502 -1.15749 0.73 -0.45 0.36 -0.001
H -0.76839 0.70744 -1.44924 -0.13 -0.07 -0.60 0.001
H 0.73854 -0.76397 -2.84349 0.47 0.20 -0.35 -0.001
H 1.60739 -2.02742 -2.00954 0.33 0.16 0.02 -0.001
H 2.30979 -0.35612 -1.99989 -0.19 0.01 0.18 0.000
H -2.33665 0.63262 0.08320 -1.09 0.29 -1.03 0.019
H -2.13616 0.43925 1.60551 -0.47 0.01 1.14 0.027

Record 9
23
Properties=species:S:1:pos:R:3:forces:R:3:lowdin_charge:R:1 method="wB97M-V/def2-TZVPD" total_energy_ha=-1008.36459 homo_ev=-3.4 gap_ev=5.1 charge=-1
Cs 3.17148 -1.79237 -0.49018 -0.30 -0.61 -0.61 1.078
S 1.09249 -3.24033 -2.92875 0.08 -0.65 -0.95 0.173
O 1.06373 -3.09164 -4.39700 -0.10 0.00 0.54 -0.437
O 0.76569 -1.90762 -2.29348 0.56 0.43 0.65 -0.583
O 0.13465 -4.24173 -2.43218 0.14 0.17 0.01 -0.438
O 2.49741 -3.64396 -2.51683 -0.23 0.65 0.53 -0.665
C -0.70113 -0.77967 0.88902 -0.09 -0.12 0.31 -0.044
C -0.22228 0.55067 0.33437 0.32 -0.26 0.02 -0.443
C 0.10258 1.52654 1.44252 -0.07 0.37 0.37 -0.210
O -1.01862 1.84004 2.26399 0.25 -0.23 0.09 -0.187
C -1.79876 2.88260 1.76311 -0.36 0.40 -0.33 -0.135
N 1.01751 0.30853 -0.42722 -0.76 0.34 -0.40 -0.073
H 0.10277 -1.24859 1.46782 0.07 0.04 -0.12 0.078
H -0.99010 -1.47060 0.09735 0.07 0.04 -0.07 0.089
H -1.53051 -0.65111 1.58702 -0.09 0.10 -0.16 0.075
H -1.00046 0.98703 -0.30379 -0.08 -0.04 0.01 0.136
H 0.52044 2.45915 1.03361 -0.01 -0.04 -0.07 0.121
H 0.86325 1.10081 2.10071 -0.04 -0.11 -0.01 0.126
H -2.08758 2.73513 0.71283 0.07 -0.06 0.09 0.086
H -1.28739 3.85477 1.83300 0.06 -0.10 0.02 0.084
H -2.71876 2.94289 2.34727 0.10 -0.07 0.05 0.085
H 1.29340 1.18165 -0.87188 0.02 0.01 0.00 0.072
H 0.73021 -0.30219 -1.21130 0.42 -0.26 0.02 0.011

Record 10
17
Properties=species:S:1:pos:R:3:forces:R:3:nbo_charge:R:1 method="wB97M-V/def2-TZVPD" total_energy_ha=-656.99499 homo_ev=-8.5 gap_ev=9.4
C 2.73697 -0.92849 -0.21929 0.10 -0.13 -0.03 -0.645
C 1.62871 0.06674 0.03346 0.88 0.24 -0.21 0.047
F 0.50986 -0.59467 0.51589 3.90 -0.44 0.45 -0.375
H 3.00743 -1.44936 0.70493 -0.05 0.11 -0.13 0.217
H 3.62768 -0.41846 -0.60180 -0.14 -0.04 0.05 0.218
H 2.42525 -1.67531 -0.95650 0.03 0.13 0.10 0.217
H 1.92915 0.81441 0.77778 -0.14 -0.12 -0.10 0.168
H 1.34301 0.58724 -0.89206 -0.06 -0.14 0.21 0.164
C -1.70031 1.32624 -0.07780 0.01 -0.08 0.09 -0.618
C -1.54075 -0.18559 0.01213 -1.66 0.12 0.08 -0.493
S -3.11201 -1.09834 -0.09480 -0.26 0.16 0.03 -0.072
H -0.72184 1.81974 -0.04937 -0.09 -0.03 0.01 0.198
H -2.29407 1.71418 0.75481 0.06 -0.06 -0.04 0.205
H -2.20296 1.60882 -0.99913 -0.03 0.06 -0.11 0.211
H -1.00640 -0.47309 0.92430 -2.06 0.27 -0.38 0.240
H -0.95022 -0.56021 -0.83007 -0.54 0.06 0.09 0.207
H -3.67951 -0.55386 0.99752 0.04 -0.08 -0.12 0.109

Record 11
18
Properties=species:S:1:pos:R:3:forces:R:3:nbo_charge:R:1 method="wB97M-V/def2-TZVPD" total_energy_ha=-586.72898 homo_ev=-3.2 gap_ev=5.9 charge=-1
I 3.55779 4.48140 4.45940 0.00 -0.01 -0.03 -1.000
C 0.36199 1.53591 -1.37908 0.80 -1.03 -1.50 -0.634
C -0.50620 0.55789 -0.60726 2.18 0.36 1.11 -0.061
C 0.13535 -0.85039 -0.39375 -1.24 1.47 -0.44 -0.066
O -0.79118 -1.43367 0.50768 -0.06 -1.55 -0.27 -0.528
C -0.83352 -2.86316 0.57321 1.37 0.25 0.17 -0.245
N -0.59819 1.19938 0.70716 -1.36 -0.08 0.47 -0.807
H -0.12551 2.50206 -1.50942 -0.05 -0.19 -0.39 0.213
H 0.72203 1.06185 -2.29217 -0.54 0.39 -0.93 0.191
H 1.34325 1.73757 -0.94946 -0.22 -0.04 0.93 0.214
H -1.48720 0.38768 -1.05083 -0.03 0.24 0.10 0.190
H 1.16570 -0.74191 -0.05507 0.04 -0.15 0.74 0.169
H 0.22367 -1.32089 -1.37300 -0.40 -0.58 -0.11 0.157
H 0.16009 -3.23601 0.82182 0.32 -0.06 0.18 0.161
H -1.06889 -3.39244 -0.35014 -0.48 0.41 -0.38 0.157
H -1.47315 -3.22200 1.37956 -0.29 0.55 -0.13 0.192
H -1.10042 2.05860 0.53508 -0.36 0.23 0.35 0.340
H 0.31446 1.53808 0.97634 0.32 -0.23 0.14 0.356

Record 12
33
Properties=species:S:1:pos:R:3:forces:R:3:nbo_charge:R:1 method="wB97M-V/def2-TZVPD" total_energy_ha=-2519.39942 homo_ev=4.2 gap_ev=3.5 charge=-4
In -0.19665 0.97794 -1.66793 -0.27 0.87 -0.31 0.866
P -0.14632 4.61513 -1.95069 0.13 -1.09 0.70 2.405
O 0.87531 5.59958 -1.39137 -0.35 0.25 -0.65 -0.943
O 0.53199 3.49021 -2.77079 -0.47 0.71 0.51 -0.897
O -1.27868 5.35325 -2.66862 0.52 0.02 0.38 -0.860
O -0.82194 3.82669 -0.77721 0.18 0.48 -0.99 -0.734
S -3.41500 1.63649 -3.08672 2.01 0.34 0.81 2.587
O -3.11301 1.05420 -1.74983 -0.47 -0.70 1.20 -1.152
O -2.14121 1.44504 -3.82763 0.60 -0.02 -1.10 -1.137
O -4.49760 0.91080 -3.75844 -1.29 -0.56 -0.52 -1.131
O -3.70222 3.06538 -2.92763 -0.82 0.42 -0.34 -1.085
S 2.82475 2.01038 0.37762 -1.62 1.54 0.04 2.588
O 3.75287 1.05599 0.98739 0.99 -1.86 0.81 -1.151
O 3.16025 3.35599 0.87934 0.37 0.44 0.10 -1.112
O 2.86993 1.93378 -1.08310 0.57 -0.26 -1.13 -1.101
O 1.40274 1.70078 0.75912 -0.19 -0.47 0.45 -1.135
C 1.34465 -3.29838 -0.30030 -1.14 -0.35 -0.81 -0.612
C 0.34820 -2.32658 0.35598 0.26 -0.02 -0.48 -0.089
C 0.01862 -2.86578 1.73431 0.06 0.74 1.06 -0.075
O -1.06114 -2.14132 2.33334 0.50 0.19 -0.06 -0.533
C -1.11264 -2.31632 3.72777 -1.15 -0.18 -0.98 -0.243
N 0.84823 -0.95956 0.39131 0.41 -0.89 1.26 -0.809
H 1.61858 -2.96167 -1.30088 0.11 0.33 0.13 0.232
H 0.74923 -4.20407 -0.47781 0.31 -0.28 0.06 0.175
H 2.25699 -3.57738 0.22878 -0.10 0.36 0.39 0.188
H -0.55399 -2.27320 -0.26667 -0.06 -0.38 0.04 0.203
H 0.95715 -2.63975 2.26568 -0.12 -0.22 0.47 0.158
H -0.22669 -3.92313 1.90472 0.18 -0.33 -0.70 0.134
H -0.17643 -2.03427 4.20879 0.01 -0.10 0.22 0.172
H -1.44965 -3.34528 3.93123 0.64 -0.28 0.33 0.131
H -1.96749 -1.72879 4.06730 0.33 0.44 0.16 0.186
H 0.46090 -0.49050 1.21151 -0.29 0.57 -0.57 0.390
H 1.84030 -0.94566 0.64144 0.14 0.30 -0.49 0.384